No. 1
{
  "formula": "C54H47N6O3S4Ta",
  "method": "ωB97M-V with the def2-TZVPD basis set",
  "elements": ["Ta", "O", "S", "O", "N", "C", "C", "C", "C", "C", "C", "C", "C", "N", "C", "C", "C", "C", "C", "C", "C", "H", "H", "H", "H", "H", "H", "H", "H", "H", "H", "H", "N", "S", "N", "S", "N", "S", "N", "C", "C", "C", "C", "C", "C", "C", "C", "C", "C", "C", "C", "C", "C", "C", "C", "C", "C", "C", "C", "C", "C", "C", "C", "C", "C", "C", "C", "C", "C", "C", "C", "C", "C", "C", "C", "H", "H", "H", "H", "H", "H", "H", "H", "H", "H", "H", "H", "H", "H", "H", "H", "H", "H", "H", "H", "H", "H", "H", "H", "H", "H", "H", "H", "H", "H", "C", "O", "C", "C", "H", "H", "H", "H", "H", "H"],
  "positions_angstrom": [[1.069, -0.050, -1.623], [4.313, -0.214, -3.115], [3.874, 0.012, -1.770], [2.964, -1.052, -1.222], [2.890, 1.224, -1.589], [3.185, 2.558, -1.978], [4.380, 3.045, -2.421], [4.530, 4.430, -2.676], [3.499, 5.298, -2.476], [2.249, 4.807, -2.022], [1.124, 5.625, -1.771], [-0.031, 5.055, -1.323], [-0.079, 3.656, -1.147], [0.929, 2.855, -1.388], [2.092, 3.430, -1.800], [5.260, 0.114, -0.724], [6.416, -0.568, -1.083], [7.494, -0.534, -0.213], [7.406, 0.177, 0.979], [6.243, 0.863, 1.317], [5.152, 0.834, 0.464], [5.220, 2.381, -2.590], [5.486, 4.794, -3.030], [3.621, 6.360, -2.654], [1.200, 6.695, -1.923], [-0.907, 5.652, -1.107], [-0.989, 3.193, -0.787], [6.466, -1.100, -2.026], [8.409, -1.053, -0.471], [8.258, 0.205, 1.648], [6.193, 1.427, 2.241], [4.235, 1.364, 0.699], [-0.821, 0.454, -1.851], [-2.216, 0.493, -1.378], [-2.510, 0.306, 0.171], [-2.132, -0.806, 1.193], [-0.806, -1.588, 1.172], [0.638, -0.833, 1.352], [0.904, 0.358, 0.496], [1.718, -2.224, 1.299], [1.304, -3.502, 0.961], [2.259, -4.506, 0.896], [3.590, -4.219, 1.166], [3.983, -2.929, 1.511], [3.044, -1.918, 1.582], [0.735, -0.404, 3.068], [0.518, -1.371, 4.046], [0.695, -1.020, 5.372], [1.090, 0.276, 5.703], [1.304, 1.226, 4.712], [1.130, 0.888, 3.376], [-3.324, -2.091, 1.147], [-4.660, -1.705, 1.206], [-5.628, -2.691, 1.156], [-5.253, -4.028, 1.044], [-3.913, -4.390, 0.995], [-2.926, -3.416, 1.052], [-2.420, 0.066, 2.694], [-2.773, -0.671, 3.818], [-2.920, 0.001, 5.019], [-2.705, 1.374, 5.080], [-2.342, 2.088, 3.945], [-2.194, 1.437, 2.731], [-3.010, 2.040, -1.645], [-2.790, 2.609, -2.895], [-3.446, 3.787, -3.203], [-4.307, 4.368, -2.275], [-4.511, 3.783, -1.033], [-3.863, 2.599, -0.705], [-3.263, -0.588, -2.303], [-2.775, -1.067, -3.510], [-3.613, -1.841, -4.297], [-4.905, -2.121, -3.872], [-5.383, -1.612, -2.666], [-4.564, -0.825, -1.875], [0.266, -3.702, 0.746], [1.963, -5.512, 0.627], [4.330, -5.007, 1.106], [5.022, -2.710, 1.723], [3.338, -0.904, 1.836], [0.230, -2.382, 3.772], [0.538, -1.756, 6.151], [1.241, 0.542, 6.743], [1.616, 2.229, 4.978], [1.296, 1.601, 2.575], [-4.932, -0.659, 1.309], [-6.675, -2.419, 1.210], [-6.017, -4.796, 1.001], [-3.633, -5.433, 0.921], [-1.876, -3.670, 1.023], [-2.935, -1.742, 3.759], [-3.206, -0.547, 5.907], [-2.822, 1.892, 6.024], [-2.174, 3.156, 4.003], [-1.904, 1.971, 1.835], [-2.102, 2.149, -3.598], [-3.287, 4.253, -4.167], [-4.825, 5.287, -2.526], [-5.178, 4.246, -0.315], [-4.003, 2.131, 0.261], [-1.760, -0.841, -3.812], [-3.255, -2.225, -5.244], [-5.551, -2.735, -4.487], [-6.400, -1.817, -2.353], [-4.936, -0.390, -0.953], [2.374, -2.694, -3.573], [1.459, -2.960, -2.511], [0.552, -2.011, -2.110], [-0.693, -2.802, -1.841], [2.067, -3.258, -4.452], [3.369, -3.003, -3.267], [2.403, -1.637, -3.827], [-1.120, -3.172, -2.778], [-1.460, -2.256, -1.304], [-0.410, -3.685, -1.265]],
  "charge": 2,
  "spin_multiplicity": 1,
  "lumo_energy_ha": -0.175
}

---

No. 2
{
  "formula": "C54H48IN6O2S5Sn",
  "method": "ωB97M-V with the def2-TZVPD basis set",
  "elements": ["Sn", "C", "C", "N", "C", "C", "C", "O", "C", "C", "N", "C", "C", "C", "C", "C", "C", "I", "C", "O", "H", "H", "H", "H", "H", "H", "H", "H", "H", "H", "H", "H", "C", "C", "S", "C", "C", "S", "H", "H", "H", "H", "H", "H", "N", "S", "N", "S", "N", "S", "N", "C", "C", "C", "C", "C", "C", "C", "C", "C", "C", "C", "C", "C", "C", "C", "C", "C", "C", "C", "C", "C", "C", "C", "C", "C", "C", "C", "C", "C", "C", "C", "C", "C", "C", "C", "C", "H", "H", "H", "H", "H", "H", "H", "H", "H", "H", "H", "H", "H", "H", "H", "H", "H", "H", "H", "H", "H", "H", "H", "H", "H", "H", "H", "H", "H", "H"],
  "positions_angstrom": [[1.699, 1.665, 0.871], [0.312, -3.406, 1.872], [1.771, -3.212, 2.155], [2.538, -4.265, 2.236], [3.852, -4.095, 2.543], [4.386, -2.866, 2.829], [5.836, -2.757, 3.235], [6.465, -4.039, 3.199], [3.578, -1.701, 2.751], [4.159, -0.409, 3.100], [3.536, 0.701, 3.084], [4.205, 1.907, 3.292], [5.508, 2.129, 2.838], [6.113, 3.368, 2.961], [5.426, 4.428, 3.533], [4.119, 4.245, 3.964], [3.518, 3.004, 3.836], [1.538, 2.772, 4.463], [2.223, -1.838, 2.330], [1.413, -0.891, 2.113], [0.145, -4.407, 1.469], [-0.031, -2.639, 1.178], [-0.277, -3.286, 2.789], [4.459, -4.986, 2.582], [5.903, -2.341, 4.246], [6.358, -2.071, 2.560], [7.377, -3.918, 3.474], [5.210, -0.419, 3.422], [6.018, 1.324, 2.322], [7.115, 3.512, 2.578], [5.889, 5.403, 3.617], [3.558, 5.071, 4.379], [4.196, 2.221, -3.352], [3.466, 2.524, -2.054], [4.023, 1.639, -0.628], [2.467, 3.423, -2.052], [2.089, 4.124, -3.346], [1.529, 3.890, -0.621], [5.029, 1.545, -3.165], [4.590, 3.129, -3.822], [3.534, 1.742, -4.086], [1.809, 3.405, -4.127], [2.918, 4.718, -3.750], [1.246, 4.794, -3.179], [1.003, 0.605, -0.959], [0.271, -0.517, -1.480], [-1.171, -1.101, -0.823], [-2.534, -0.430, -0.944], [-2.804, 1.023, -0.548], [-2.134, 1.686, 0.860], [-0.740, 2.016, 0.996], [-3.277, 3.057, 0.974], [-4.538, 3.095, 0.391], [-5.329, 4.221, 0.572], [-4.849, 5.293, 1.315], [-3.578, 5.250, 1.870], [-2.780, 4.127, 1.702], [-2.686, 0.549, 2.142], [-1.650, -0.168, 2.730], [-1.956, -1.061, 3.748], [-3.269, -1.219, 4.170], [-4.294, -0.487, 3.578], [-4.005, 0.405, 2.555], [-3.607, -1.569, -0.091], [-4.958, -1.257, -0.074], [-5.839, -2.131, 0.537], [-5.361, -3.295, 1.128], [-4.009, -3.595, 1.095], [-3.115, -2.731, 0.470], [-3.205, -0.509, -2.592], [-3.211, -1.752, -3.205], [-3.740, -1.867, -4.480], [-4.255, -0.745, -5.119], [-4.254, 0.487, -4.485], [-3.727, 0.613, -3.204], [-0.121, -0.192, -3.201], [-0.148, -1.151, -4.200], [-0.330, -0.744, -5.516], [-0.481, 0.604, -5.813], [-0.438, 1.555, -4.800], [-0.244, 1.166, -3.483], [1.150, -2.054, -1.429], [0.581, -3.306, -1.635], [1.391, -4.425, -1.538], [2.741, -4.280, -1.226], [3.287, -3.024, -1.013], [2.492, -1.889, -1.118], [-4.880, 2.263, -0.209], [-6.316, 4.265, 0.129], [-5.466, 6.173, 1.450], [-3.199, 6.096, 2.428], [-1.772, 4.071, 2.097], [-0.623, -0.039, 2.393], [-1.156, -1.623, 4.214], [-3.500, -1.914, 4.969], [-5.316, -0.610, 3.914], [-4.797, 0.979, 2.089], [-5.309, -0.340, -0.536], [-6.897, -1.901, 0.562], [-6.050, -3.969, 1.622], [-3.638, -4.501, 1.557], [-2.057, -2.939, 0.434], [-2.808, -2.615, -2.687], [-3.745, -2.829, -4.976], [-4.651, -0.833, -6.122], [-4.654, 1.358, -4.987], [-3.694, 1.563, -2.687], [-0.014, -2.199, -3.967], [-0.340, -1.482, -6.308], [-0.616, 0.915, -6.841], [-0.527, 2.609, -5.033], [-0.140, 1.893, -2.679], [-0.481, -3.402, -1.827], [0.969, -5.412, -1.677], [3.366, -5.159, -1.133], [4.329, -2.920, -0.740], [2.889, -0.887, -0.946]],
  "charge": -1,
  "spin_multiplicity": 1,
  "lumo_energy_ha": 0.053
}

---

No. 3
{
  "formula": "C54H49AlBINO30",
  "method": "ωB97M-V with the def2-TZVPD basis set",
  "elements": ["C", "C", "C", "I", "Al", "C", "N", "C", "C", "B", "O", "O", "C", "C", "C", "C", "C", "C", "H", "H", "H", "H", "H", "H", "H", "H", "H", "H", "H", "H", "H", "H", "H", "H", "H", "H", "H", "H", "H", "C", "C", "C", "O", "C", "C", "C", "O", "O", "O", "H", "H", "H", "H", "C", "C", "C", "O", "C", "C", "C", "O", "O", "O", "H", "H", "H", "H", "C", "C", "C", "O", "C", "C", "C", "O", "O", "O", "H", "H", "H", "H", "C", "C", "C", "O", "C", "C", "C", "O", "O", "O", "H", "H", "H", "H", "C", "C", "C", "O", "C", "C", "C", "O", "O", "O", "H", "H", "H", "H", "C", "C", "C", "O", "C", "C", "C", "O", "O", "O", "H", "H", "H", "H", "C", "C", "C", "O", "C", "C", "C", "O", "O", "O", "H", "H", "H", "H"],
  "positions_angstrom": [[5.995, 0.544, 1.944], [6.832, 0.951, 0.733], [6.154, 1.027, -0.645], [4.585, -0.426, -0.935], [7.570, 0.834, -2.128], [9.105, 2.029, -1.596], [10.373, 1.650, -2.287], [10.848, 2.592, -3.292], [8.100, -1.104, -2.241], [9.421, -1.347, -2.970], [10.600, -1.556, -2.247], [9.530, -1.405, -4.375], [6.795, 1.566, -3.838], [7.301, 1.327, -5.128], [6.723, 1.875, -6.271], [5.603, 2.694, -6.166], [5.069, 2.944, -4.907], [5.664, 2.387, -3.779], [5.191, 1.263, 2.123], [5.586, -0.461, 1.845], [6.626, 0.548, 2.842], [7.710, 0.297, 0.668], [7.191, 1.972, 0.918], [5.660, 1.996, -0.746], [8.843, 3.065, -1.869], [9.264, 2.065, -0.509], [11.096, 1.480, -1.607], [11.100, 2.092, -4.235], [10.078, 3.334, -3.514], [11.755, 3.131, -2.977], [8.212, -1.474, -1.213], [7.269, -1.641, -2.709], [11.276, -1.947, -2.808], [10.301, -0.900, -4.654], [8.165, 0.675, -5.238], [7.158, 1.654, -7.242], [5.146, 3.119, -7.053], [4.191, 3.568, -4.785], [5.211, 2.592, -2.811], [0.729, 2.076, -5.800], [-0.401, 1.494, -6.218], [-1.194, 0.541, -5.351], [-2.221, 0.095, -5.842], [-0.703, 0.219, -4.034], [0.433, 0.799, -3.611], [1.210, 1.783, -4.462], [2.200, 2.268, -3.959], [0.968, 0.568, -2.426], [-0.944, 1.687, -7.415], [1.301, 2.760, -6.411], [-1.258, -0.481, -3.424], [1.805, 1.077, -2.376], [-1.753, 1.136, -7.422], [-4.219, -2.461, 0.746], [-3.816, -2.554, -0.528], [-2.767, -1.636, -1.112], [-2.488, -1.821, -2.285], [-2.183, -0.612, -0.277], [-2.586, -0.521, 0.999], [-3.627, -1.450, 1.588], [-3.912, -1.277, 2.761], [-2.128, 0.374, 1.856], [-4.291, -3.434, -1.393], [-4.975, -3.106, 1.169], [-1.437, 0.044, -0.704], [-2.589, 0.206, 2.701], [-3.812, -3.273, -2.231], [-9.141, -1.924, -3.912], [-8.580, -1.805, -2.700], [-7.152, -1.337, -2.510], [-6.763, -1.257, -1.358], [-6.356, -1.028, -3.676], [-6.917, -1.150, -4.890], [-8.352, -1.596, -5.079], [-8.756, -1.654, -6.226], [-6.290, -0.895, -6.023], [-9.203, -2.077, -1.566], [-10.159, -2.255, -4.055], [-5.332, -0.708, -3.538], [-6.937, -1.065, -6.736], [-8.557, -1.898, -0.853], [-4.628, -2.507, 5.705], [-4.111, -3.715, 5.970], [-4.611, -4.583, 7.106], [-4.072, -5.667, 7.240], [-5.679, -4.087, 7.945], [-6.205, -2.881, 7.681], [-5.701, -2.016, 6.538], [-6.253, -0.937, 6.412], [-7.193, -2.338, 8.369], [-3.126, -4.266, 5.281], [-4.276, -1.881, 4.897], [-6.026, -4.712, 8.756], [-7.404, -1.469, 7.956], [-2.960, -5.137, 5.693], [10.345, 2.041, -8.080], [10.148, 2.340, -9.372], [11.191, 2.077, -10.436], [10.893, 2.378, -11.580], [12.458, 1.501, -10.045], [12.657, 1.202, -8.754], [11.603, 1.444, -7.691], [11.904, 1.105, -6.561], [13.769, 0.670, -8.276], [9.038, 2.886, -9.845], [9.601, 2.228, -7.316], [13.203, 1.328, -10.809], [13.614, 0.563, -7.314], [9.174, 2.981, -10.808], [-7.288, 0.440, 11.759], [-6.606, 0.665, 12.892], [-5.163, 1.130, 12.894], [-4.660, 1.315, 13.987], [-4.490, 1.317, 11.629], [-5.169, 1.089, 10.495], [-6.617, 0.648, 10.499], [-7.125, 0.490, 9.402], [-4.656, 1.222, 9.286], [-7.110, 0.510, 14.103], [-8.317, 0.110, 11.748], [-3.457, 1.634, 11.638], [-5.363, 0.994, 8.649], [-6.393, 0.748, 14.725], [-12.362, -0.001, 6.340], [-12.317, -0.716, 5.207], [-11.033, -1.325, 4.682], [-11.123, -1.965, 3.649], [-9.810, -1.111, 5.420], [-9.854, -0.393, 6.552], [-11.139, 0.200, 7.088], [-11.060, 0.819, 8.133], [-8.793, -0.139, 7.296], [-13.368, -0.962, 4.442], [-13.274, 0.435, 6.720], [-8.892, -1.531, 5.033], [-9.086, 0.400, 8.059], [-13.036, -1.503, 3.697]],
  "charge": -1,
  "spin_multiplicity": 1,
  "lumo_energy_ha": -0.031
}

---

No. 4
{
  "formula": "C54H57N3O5PtTe",
  "method": "ωB97M-V with the def2-TZVPD basis set",
  "elements": ["Pt", "C", "C", "C", "O", "C", "C", "O", "C", "O", "C", "C", "C", "C", "C", "C", "C", "C", "C", "C", "C", "C", "C", "O", "C", "C", "C", "C", "C", "C", "C", "C", "C", "C", "C", "C", "H", "H", "H", "H", "H", "H", "H", "H", "H", "H", "H", "H", "H", "H", "H", "H", "H", "H", "H", "H", "H", "H", "H", "H", "H", "H", "H", "H", "N", "C", "C", "C", "N", "H", "H", "H", "H", "C", "C", "O", "N", "Te", "C", "C", "C", "C", "C", "C", "C", "C", "C", "C", "C", "C", "C", "C", "C", "C", "C", "C", "H", "H", "H", "H", "H", "H", "H", "H", "H", "H", "H", "H", "H", "H", "H", "H", "H", "H", "H", "H", "H", "H", "H", "H", "H"],
  "positions_angstrom": [[0.788, 0.663, 0.034], [-5.029, 2.534, 2.151], [-4.339, 2.246, 0.837], [-5.301, 2.395, -0.336], [-3.219, 3.103, 0.710], [-2.313, 2.386, -0.095], [-2.389, 0.956, 0.503], [-3.786, 0.915, 0.804], [-1.615, 0.443, 1.761], [-0.222, 0.578, 1.700], [-2.054, 1.193, 3.025], [-2.988, 0.684, 3.919], [-3.334, 1.394, 5.062], [-2.758, 2.629, 5.317], [-1.826, 3.146, 4.426], [-1.471, 2.426, 3.297], [-1.939, -1.057, 1.939], [-2.935, -1.758, 1.271], [-3.201, -3.090, 1.582], [-2.478, -3.737, 2.566], [-1.453, -3.058, 3.217], [-1.187, -1.739, 2.901], [-1.021, 3.199, -0.371], [0.201, 2.626, -0.016], [-0.600, 3.212, -1.813], [-0.827, 2.091, -2.668], [-0.124, 1.964, -3.810], [0.990, 2.872, -4.116], [0.902, 4.175, -3.442], [0.189, 4.311, -2.309], [-1.150, 4.614, 0.181], [-0.302, 5.060, 1.180], [-0.426, 6.356, 1.671], [-1.388, 7.208, 1.155], [-2.229, 6.766, 0.139], [-2.109, 5.475, -0.343], [-5.727, 3.363, 2.030], [-4.300, 2.793, 2.914], [-5.585, 1.653, 2.469], [-5.656, 3.423, -0.393], [-6.157, 1.738, -0.179], [-4.841, 2.117, -1.284], [-2.796, 2.266, -1.076], [-2.182, 0.236, -0.298], [-3.456, -0.273, 3.726], [-4.061, 0.981, 5.749], [-3.029, 3.183, 6.207], [-1.368, 4.109, 4.617], [-0.728, 2.808, 2.613], [-3.568, -1.267, 0.545], [-4.001, -3.607, 1.066], [-2.709, -4.762, 2.828], [-0.874, -3.552, 3.988], [-0.406, -1.201, 3.422], [-1.560, 1.347, -2.389], [-0.298, 1.121, -4.467], [1.214, 2.953, -5.179], [1.500, 4.996, -3.820], [0.193, 5.235, -1.749], [0.460, 4.396, 1.564], [0.236, 6.697, 2.456], [-1.485, 8.215, 1.539], [-2.982, 7.428, -0.269], [-2.779, 5.131, -1.125], [2.276, 2.080, -2.050], [2.359, 2.127, -3.473], [2.392, 0.677, -3.804], [2.011, 0.014, -2.687], [1.862, 0.869, -1.635], [1.926, 2.841, -1.480], [3.201, 2.713, -3.837], [2.552, 0.271, -4.789], [1.789, -1.029, -2.546], [2.431, -0.660, 2.525], [2.315, -1.396, 1.227], [3.178, -2.451, 1.099], [1.538, -1.204, 0.252], [2.717, -3.121, -0.711], [4.520, -4.261, -0.823], [4.462, -5.523, -1.426], [3.179, -6.178, -1.876], [5.655, -6.202, -1.660], [6.888, -5.655, -1.348], [8.163, -6.408, -1.603], [6.918, -4.371, -0.814], [5.759, -3.653, -0.556], [5.902, -2.246, -0.033], [1.341, -4.505, 0.050], [1.683, -5.378, 1.092], [3.050, -5.499, 1.712], [0.687, -6.231, 1.555], [-0.594, -6.245, 1.016], [-1.649, -7.170, 1.550], [-0.886, -5.362, -0.012], [0.054, -4.463, -0.496], [-0.400, -3.486, -1.548], [2.958, -1.259, 3.264], [1.434, -0.397, 2.873], [2.985, 0.266, 2.364], [2.535, -5.493, -2.435], [2.592, -6.556, -1.039], [3.405, -7.015, -2.533], [5.612, -7.184, -2.116], [7.979, -7.320, -2.167], [8.642, -6.685, -0.662], [8.872, -5.796, -2.161], [7.875, -3.909, -0.602], [6.946, -1.941, -0.058], [5.544, -2.156, 0.989], [5.341, -1.529, -0.644], [3.550, -4.541, 1.831], [3.699, -6.138, 1.108], [2.961, -5.957, 2.696], [0.930, -6.916, 2.359], [-1.234, -7.883, 2.260], [-2.128, -7.725, 0.743], [-2.428, -6.600, 2.061], [-1.880, -5.350, -0.442], [-1.010, -3.992, -2.296], [0.418, -2.995, -2.077], [-1.011, -2.705, -1.086]],
  "s2": 0.78,
  "charge": 1,
  "spin_multiplicity": 2,
  "lumo_energy_ha": [-0.152, -0.165]
}